Entry 1:
A structure of composition C5H9NO. Source: the Open Molecules 2025 dataset; level of theory: wB97M-V/def2-TZVPD.

Last column: Löwdin charge in e.
CARTESIAN COORDINATES (ANGSTROEM)
1 C 0.11439 0.47662 1.22949  -0.130
2 C 1.70825 -1.41453 -0.79538  -0.173
3 C -1.84140 0.55338 -0.26807  -0.174
4 C 0.95971 0.68901 -0.00615  -0.229
5 C -0.92118 1.23599 0.46950  -0.143
6 O -2.30341 -0.66041 0.12670  0.027
7 N 1.15674 -0.10615 -1.01910  -0.052
8 H -3.02130 -0.94678 -0.44718  0.106
9 H -2.44589 1.07610 -1.00024  0.119
10 H 1.54467 1.61356 -0.00955  0.119
11 H -0.17034 -0.55601 1.40661  0.105
12 H 0.51628 1.02152 2.08317  0.111
13 H -0.92419 2.31570 0.47270  0.114
14 H 1.76393 -1.93480 -1.75319  0.062
15 H 1.13241 -2.02472 -0.08584  0.063
16 H 2.73136 -1.33848 -0.40346  0.073

Output
- maximum force (eV/Å) = 3.14
- relative energy (zero: lowest compared OMol25 entry of this formula, charge and spin) (kJ/mol) = 437.2
- total energy (Ha) = -325.77102
- total charge = 0
- LUMO level (alpha / beta) (Eh) = 0.0146 / 0.0146
- highest occupied orbital energy (alpha / beta) (hartree) = -0.278 / -0.278
- 2S+1 = 1

=====

Entry 2:
A structure of composition C5H9NO. Source: the Open Molecules 2025 dataset; level of theory: wB97M-V/def2-TZVPD.

Last column: Löwdin charge in e.
CARTESIAN COORDINATES (ANGSTROEM)
1 C -1.49714 -0.48375 -0.77920  0.000
2 C -0.57028 -0.27521 0.92173  -0.389
3 O -0.37905 -1.49759 1.38191  -0.125
4 C 0.70905 0.52583 0.61169  -0.313
5 C 1.68528 -0.22838 -0.29440  -0.043
6 C 0.39438 1.87348 0.11515  -0.205
7 N 0.09790 2.91018 -0.29620  0.163
8 H -1.41179 0.56786 -1.06883  0.066
9 H -2.56013 -0.72618 -0.66470  0.075
10 H -1.04244 -1.08968 -1.57572  0.077
11 H -1.36068 0.34528 1.37897  0.148
12 H -1.00504 -1.29646 0.20185  0.124
13 H 1.16649 0.63374 1.60707  0.161
14 H 2.67088 0.24454 -0.29012  0.088
15 H 1.32597 -0.25226 -1.32762  0.085
16 H 1.77659 -1.25141 0.07842  0.088

Output
- maximum force (eV/Å) = 0.74
- relative energy (zero: lowest compared OMol25 entry of this formula, charge and spin) (kJ/mol) = 461.7
- total energy (Ha) = -325.76170
- total charge = 0
- LUMO level (Eh) = 0.0283
- highest occupied orbital energy (hartree) = -0.359
- 2S+1 = 1

=====

Entry 3:
A cluster of 2 separate species, C5H9NO in total. Source: the Open Molecules 2025 dataset; level of theory: wB97M-V/def2-TZVPD.

Last column: Löwdin charge in e.
CARTESIAN COORDINATES (ANGSTROEM)
1 H -0.00003 -1.41949 1.19602  0.041
2 N 0.06067 -1.84021 0.26287  0.077
3 C 1.10737 -1.40975 -0.31375  -0.315
4 C 2.12944 -0.46392 0.25022  -0.087
5 H 1.29398 -1.76417 -1.33414  0.100
6 H 2.34677 0.33688 -0.46513  0.071
7 H 3.06955 -0.99534 0.44493  0.075
8 H 1.77604 -0.01466 1.18413  0.072
9 C -0.76178 1.33165 -1.33527  0.054
10 C -1.24650 0.95620 -0.17298  -0.399
11 C -2.20707 0.47371 0.76546  -0.043
12 O -0.96990 1.17218 1.13506  0.010
13 H -1.16001 0.95129 -2.26601  0.063
14 H -0.07644 2.16004 -1.30779  0.064
15 H -3.08078 1.10215 0.93170  0.116
16 H -2.28131 -0.57655 1.02468  0.101

Output
- maximum force (eV/Å) = 0.73
- relative energy (zero: lowest compared OMol25 entry of this formula, charge and spin) (kJ/mol) = 356.8
- total energy (Ha) = -325.80166
- total charge = 0
- LUMO level (Eh) = 0.0393
- highest occupied orbital energy (hartree) = -0.338
- 2S+1 = 1

=====

Entry 4:
An isolated molecule of C5H9NO. Source: the Open Molecules 2025 dataset; level of theory: wB97M-V/def2-TZVPD.

Last column: Löwdin charge in e.
CARTESIAN COORDINATES (ANGSTROEM)
1 C 0.82237 2.36680 0.56242  0.005
2 C 0.94185 1.69686 -0.58848  -0.177
3 C 0.37821 0.33697 -0.97499  -0.189
4 C -0.69153 -0.20196 -0.02835  -0.188
5 N -0.21694 -1.44887 0.65250  0.022
6 C -1.08956 -2.51747 0.59274  -0.361
7 O -0.77393 -3.59055 1.05625  0.014
8 H 0.28892 1.90154 1.36417  0.039
9 H 1.27897 3.35608 0.66191  0.061
10 H 1.67460 2.00340 -1.34270  0.095
11 H -0.02152 0.32203 -1.99148  0.107
12 H 1.22416 -0.38964 -1.03856  0.120
13 H -1.61854 -0.43307 -0.52693  0.098
14 H -0.90419 0.49438 0.78634  0.094
15 H 0.76695 -1.64495 0.69684  0.129
16 H -2.05982 -2.25157 0.11833  0.131

Output
- maximum force (eV/Å) = 2.72
- relative energy (zero: lowest compared OMol25 entry of this formula, charge and spin) (kJ/mol) = 167.1
- total energy (Ha) = -325.87391
- total charge = 0
- LUMO level (Eh) = 0.0346
- highest occupied orbital energy (hartree) = -0.352
- 2S+1 = 1

=====

Entry 5:
An isolated molecule of C5H9NO. Source: the Open Molecules 2025 dataset; level of theory: wB97M-V/def2-TZVPD.

Last column: Löwdin charge in e.
CARTESIAN COORDINATES (ANGSTROEM)
1 C -2.08546 -0.27306 -0.12626  -0.056
2 C -1.17659 0.60798 0.69337  -0.326
3 N -0.16536 0.04027 1.58341  0.072
4 C 0.26767 0.75277 0.38578  -0.249
5 C 0.93508 -0.02081 -0.71865  -0.261
6 C 2.37429 -0.26986 -0.61281  -0.110
7 O 1.43850 -1.31294 -0.37682  -0.047
8 H -2.52100 0.28600 -0.96313  0.080
9 H -2.91448 -0.65652 0.48021  0.078
10 H -1.53693 -1.13092 -0.52865  0.078
11 H -1.66920 1.48057 1.12322  0.130
12 H -0.05262 -0.95717 1.39994  0.094
13 H 0.74810 1.70837 0.59301  0.137
14 H 0.46021 0.02222 -1.70120  0.147
15 H 2.99612 -0.38187 -1.49863  0.110
16 H 2.90166 0.10499 0.26719  0.122

Output
- maximum force (eV/Å) = 0.30
- relative energy (zero: lowest compared OMol25 entry of this formula, charge and spin) (kJ/mol) = 287.3
- total energy (Ha) = -325.82811
- total charge = 0
- LUMO level (Eh) = 0.0411
- highest occupied orbital energy (hartree) = -0.343
- 2S+1 = 1

=====

Entry 6:
An isolated molecule of C5H9NO. Source: the Open Molecules 2025 dataset; level of theory: wB97M-V/def2-TZVPD.

Last column: Löwdin charge in e.
CARTESIAN COORDINATES (ANGSTROEM)
1 C 1.87467 0.85355 0.48666  -0.065
2 C 1.10156 -0.23983 -0.30449  -0.273
3 N 0.76127 -1.30200 0.53995  -0.019
4 C -0.39284 -1.02176 -0.18098  -0.223
5 C -1.49884 -0.13473 0.33185  -0.138
6 C -1.91062 0.77865 -0.80650  -0.267
7 O -3.02636 0.87057 -1.25576  0.049
8 H 1.25346 1.50876 1.10278  0.060
9 H 2.53543 0.32448 1.19882  0.075
10 H 2.52700 1.48935 -0.12712  0.064
11 H 1.39641 -0.30886 -1.35235  0.111
12 H 1.23198 -2.16245 0.72316  0.116
13 H -0.78147 -1.83486 -0.83968  0.149
14 H -1.05649 0.47369 1.12480  0.118
15 H -2.38926 -0.65015 0.70541  0.118
16 H -1.07093 1.36405 -1.23952  0.126

Output
- maximum force (eV/Å) = 1.21
- relative energy (zero: lowest compared OMol25 entry of this formula, charge and spin) (kJ/mol) = 340.4
- total energy (Ha) = -325.80788
- total charge = 0
- LUMO level (Eh) = 0.0390
- highest occupied orbital energy (hartree) = -0.344
- 2S+1 = 1

=====

Entry 7:
An isolated molecule of C5H9NO. Source: the Open Molecules 2025 dataset; level of theory: wB97M-V/def2-TZVPD.

Last column: Löwdin charge in e.
CARTESIAN COORDINATES (ANGSTROEM)
1 O -2.40052 -1.01848 0.82978  -0.025
2 C -1.32482 -0.76301 -0.03333  -0.363
3 C 0.11002 -1.04433 0.48587  -0.044
4 C 0.51966 0.32055 -0.06301  -0.474
5 C 1.71628 0.64430 -0.85934  -0.109
6 N 1.52071 1.21995 0.47610  0.055
7 C -0.93207 0.70985 -0.31445  -0.042
8 H -2.26128 -0.49930 1.63326  0.092
9 H -1.54254 -1.31510 -0.95145  0.147
10 H 0.62087 -1.92769 0.08982  0.112
11 H 0.13516 -1.07697 1.58317  0.119
12 H 1.65098 1.35625 -1.68001  0.102
13 H 2.46456 -0.13573 -0.98868  0.105
14 H 2.10075 0.73494 1.15728  0.092
15 H -1.30776 1.39229 0.45608  0.121
16 H -1.18417 1.11479 -1.29893  0.113

Output
- maximum force (eV/Å) = 0.34
- relative energy (zero: lowest compared OMol25 entry of this formula, charge and spin) (kJ/mol) = 250.9
- total energy (Ha) = -325.84198
- total charge = 0
- LUMO level (Eh) = 0.0356
- highest occupied orbital energy (hartree) = -0.350
- 2S+1 = 1

=====

Entry 8:
A cluster of 3 separate species, C5H9NO in total. Source: the Open Molecules 2025 dataset; level of theory: wB97M-V/def2-TZVPD.

Last column: Löwdin charge in e.
CARTESIAN COORDINATES (ANGSTROEM)
1 C -1.12158 1.44647 -0.14432  -0.065
2 C -0.06442 0.73655 0.68220  -0.368
3 N -0.56850 -0.45200 1.43689  0.070
4 C 0.56726 -1.14059 1.28825  -0.519
5 O 1.20157 -2.04220 1.74638  0.112
6 C 1.01657 -0.11366 -0.00734  -0.230
7 C 0.70861 -0.70239 -1.25635  0.021
8 H -1.62211 0.77112 -0.84564  0.066
9 H -0.68253 2.27755 -0.70807  0.083
10 H -1.88893 1.84866 0.52409  0.082
11 H 0.38620 1.45655 1.37627  0.136
12 H -0.96684 -1.30843 -0.09729  0.173
13 H 2.07505 0.07209 0.18638  0.154
14 H 1.33059 -1.51720 -1.62115  0.095
15 H 0.12808 -0.18266 -2.01825  0.079
16 H -0.63364 -1.45965 -0.85264  0.112

Output
- maximum force (eV/Å) = 0.58
- relative energy (zero: lowest compared OMol25 entry of this formula, charge and spin) (kJ/mol) = 566.3
- total energy (Ha) = -325.72185
- total charge = 0
- LUMO level (alpha / beta) (Eh) = -0.0382 / -0.0381
- highest occupied orbital energy (alpha / beta) (hartree) = -0.329 / -0.329
- 2S+1 = 1